Record 1
A cluster of 2 separate species, C4H8O2 in total, computed with ωB97M-V/def2-TZVPD.

HOMO energy = -0.332 hartree
Total charge = 0
Relative energy (zero: lowest compared OMol25 entry of this formula, charge and spin) = 44.8 kcal/mol
Strongest force on any atom = 0.532 eV Å⁻¹
HOMO-LUMO gap = 0.3574 Ha
Molecular weight = 88.106 g/mol
Electronic energy = -8371.33965 eV
SMILES string = C=CO.CC=O

Geometry (Å):
O 0.89138 -0.63918 -1.92366
O -1.57558 -0.23897 0.65591
C 0.78837 1.52975 -0.88684
C -0.81175 -0.95303 1.54257
C 0.35750 0.44105 -1.82875
C 0.24031 -1.66453 1.15867
H 0.54613 -1.70663 0.11794
H 1.60894 1.18407 -0.25468
H -0.51005 0.69270 -2.47500
H -1.12854 -0.89991 2.58426
H -0.06454 1.82305 -0.26551
H -2.26006 0.23333 1.14109
H 1.10201 2.40951 -1.46285
H 0.81586 -2.21120 1.89684


Record 2
A structure of composition CH3N2O at a distorted geometry, computed with ωB97M-V/def2-TZVPD.

HOMO energy = -0.586 hartree
Total charge = +1
Relative energy (zero: lowest compared OMol25 entry of this formula, charge and spin) = 116.5 kcal/mol
Strongest force on any atom = 2.662 eV Å⁻¹
HOMO-LUMO gap = 0.3341 Ha
Molecular weight = 59.048 g/mol
Electronic energy = -6099.72855 eV

Geometry (Å):
O 2.32907 0.25146 0.41491
N 1.33298 -0.28758 0.07415
N -1.24872 0.38492 -0.01838
C -0.52275 -0.59308 0.28028
H 1.49265 -1.16178 -0.54922
H -2.25691 -0.03617 0.06186
H -1.12631 1.44223 -0.26360


Record 3
A cluster of 10 separate species, C59H97N15O2PS in total at a distorted geometry, computed with ωB97M-V/def2-TZVPD.

HOMO energy = -0.332 hartree
Total charge = +1
Strongest force on any atom = 5.987 eV Å⁻¹
HOMO-LUMO gap = 0.2241 Ha
Molecular weight = 1111.569 g/mol
Electronic energy = -109308.44066 eV

Geometry (Å):
S 2.71593 -3.63874 -2.70092
P 2.69171 -1.69403 -3.09605
O 4.23482 -0.95291 -2.72009
O 2.54447 -1.61433 -4.86497
N -0.93870 4.15615 -7.41485
N 1.81769 -2.57229 0.34248
N 3.14406 7.42732 -4.89477
N 0.86102 -4.66163 3.44587
N 1.25506 8.10010 -6.38659
N 1.24687 5.71471 -5.24818
N 2.83359 -4.68536 10.05119
N 1.64094 -7.58926 9.03289
N 3.98233 -7.65200 1.80481
N -0.66844 9.69498 -8.75452
N -3.42955 -5.32651 1.33175
N -1.80562 -2.54554 3.32211
N 0.38740 0.06856 -3.18410
N 6.32074 -7.54216 12.12197
N 0.17668 -0.04987 -0.09810
C -3.42272 1.10012 -3.00451
C -3.26454 -4.81708 0.07009
C -1.99970 -0.45153 4.04249
C -3.69478 6.99384 -3.94529
C 4.02134 -8.77308 -0.11433
C -6.38869 6.39522 -3.73507
C 2.48239 -7.95549 10.05092
C 1.38588 2.53752 -2.90080
C -5.18276 -5.99037 0.13736
C -0.03454 -5.88487 5.07151
C -4.29147 2.50455 -3.25783
C -2.69191 3.49229 -8.60924
C 4.15806 -3.12721 10.92239
C 1.94604 7.05767 -5.47196
C -1.83184 1.54151 -3.27167
C -0.14472 10.40037 -9.80650
C -4.33778 -5.21727 -0.69424
C -2.32402 8.34675 -2.00704
C 2.85075 -7.29834 1.11694
C -2.38525 10.59965 -9.83857
C 0.62951 3.88830 -3.53282
C -4.59927 -6.03909 1.38359
C 2.43368 -1.20190 0.17148
C -1.60016 7.99537 -0.56923
C -0.01167 -5.68521 3.70932
C 1.40109 -4.21209 4.62264
C 1.18699 -0.85248 -2.27080
C -1.49382 -1.69470 4.35041
C 1.13901 1.21025 -3.79322
C 7.45693 -6.78967 12.26871
C -6.41925 4.77877 -4.16265
C -0.91302 0.38744 -2.49318
C 1.52124 -0.17803 -0.78553
C 3.60979 -8.04299 8.10619
C -2.03380 9.81507 -8.76299
C -2.10842 3.44357 -7.36301
C -5.91069 2.31165 -3.01616
C 2.84790 -7.98253 -0.07797
C -2.51182 -1.86225 2.36655
C 8.42913 -7.59093 12.82437
C -1.18962 10.96981 -10.49941
C -3.58329 7.32115 -2.33700
C 4.09399 -4.14903 10.00168
C 1.77321 5.01356 -4.00613
C -0.83091 0.73137 -0.90175
C 0.85932 -4.95219 5.64974
C 7.85797 -8.87040 13.02428
C -6.59640 3.81759 -2.83920
C -0.77370 4.66559 -8.67651
C -2.64441 -0.55780 2.78699
C 2.89036 -3.04093 11.54588
C 3.71177 -8.24655 9.50312
C -5.20557 7.18594 -4.57336
C -1.84693 4.26539 -9.44084
C 4.70503 -8.54670 1.05934
C 2.92150 -3.54744 0.79326
C 6.55421 -8.81082 12.58513
C 2.09091 -4.01239 10.98611
C 2.32125 -7.63463 7.84385
H 1.83116 -7.37440 6.91516
H 2.41149 -0.69197 1.25054
H -2.73701 9.44338 -1.92653
H -0.13144 9.16893 -8.07736
H -0.29811 4.28641 -6.64264
H 5.44661 -7.21249 11.73358
H 4.80861 -1.73102 -2.42398
H -5.46686 8.34938 -4.62735
H 1.21047 -2.49343 1.21229
H -7.41487 6.84873 -4.10809
H -4.49570 -4.97723 -1.73768
H -0.93878 -2.04537 5.21017
H 2.59232 -2.34449 12.31885
H 0.65206 8.70538 -5.75969
H 2.67304 -4.59783 0.29492
H -3.00136 7.78831 -4.49956
H 1.06039 -4.28270 11.17367
H -3.39503 6.31418 -1.75462
H 0.09175 5.26631 -8.92218
H -2.63690 9.33217 -8.00574
H -1.91470 0.43571 4.65642
H -1.73185 2.61101 -2.76968
H -7.34487 4.61243 -4.87040
H 1.08456 -4.83398 6.70170
H -1.64927 1.54681 -4.43135
H 2.08346 -7.91866 -0.84153
H -1.67605 8.92441 0.16547
H -2.39910 -4.21635 -0.17558
H 0.00943 3.65425 -4.50009
H 2.13482 -7.97910 11.07506
H 5.02424 -2.50995 11.12293
H -2.85749 -2.36108 1.47098
H 0.11484 -0.55938 -4.00330
H -3.84043 3.36247 -2.59697
H -3.76908 0.21808 -3.69126
H 2.19986 0.89547 -4.24173
H 0.92367 10.43534 -9.97246
H 3.08937 -0.84121 -5.21910
H 3.54662 -1.20646 -0.21474
H 2.78126 4.48626 -4.32430
H 2.50308 -5.45642 9.48563
H 2.99240 -3.61814 1.97489
H -0.71723 1.90415 -0.74969
H 4.83582 -4.54021 9.31828
H 4.58777 -8.56934 10.05062
H -1.55474 -3.52460 3.27601
H -0.44284 7.78415 -0.69664
H 1.98850 5.76946 -3.11272
H 4.39226 -8.17897 7.37084
H 3.98829 -3.24525 0.41805
H 0.20927 5.82965 -5.17532
H -4.58310 7.82913 -1.93794
H 9.44052 -7.28659 13.06092
H -0.27739 -0.99645 0.05067
H 7.47674 -5.75160 11.96476
H -3.15144 0.23202 2.24793
H 0.52193 1.55097 -4.75548
H 1.11947 2.48996 -1.76983
H -1.10030 11.58630 -11.38445
H -5.17877 6.80515 -5.70252
H -6.38863 1.80327 -3.96404
H 4.24355 -7.30610 2.71901
H 2.14508 0.80867 -0.84892
H 2.14564 -6.59298 1.53606
H -6.11093 1.64339 -2.07404
H -4.10006 2.80519 -4.39314
H 2.12155 -3.40517 4.62854
H -3.62585 3.02229 -8.88914
H 2.55010 2.80855 -2.95313
H -4.91480 -6.51965 2.30003
H 0.65375 7.59445 -7.06901
H -6.16815 4.37988 -1.90270
H 4.33456 -9.43507 -0.91119
H -1.47506 8.26058 -2.83561
H -3.58173 0.85370 -1.84821
H -7.74550 3.66297 -2.64798
H 1.07381 -4.29597 2.52683
H 0.43470 -1.74380 -2.01367
H -2.78895 -5.19625 2.10396
H -3.39397 10.87622 -10.11689
H 3.33276 8.40666 -5.26267
H -6.11670 -6.46037 -0.14254
H 8.34471 -9.74097 13.44444
H -6.27324 6.50840 -2.55485
H 5.64063 -8.94584 1.42754
H -1.90111 0.47051 -0.44104
H -0.54128 -6.18168 2.90720
H -0.63025 -6.62316 5.59261
H -2.13150 7.08518 -0.02171
H 5.77521 -9.56102 12.56117
H -2.00486 4.50544 -10.48429
H -3.28813 5.93309 -4.22645
H -0.03093 4.44328 -2.73267
H -1.57323 -0.60569 -2.57879
H 0.67021 -7.32584 9.14202
H -2.42396 2.96301 -6.44657
H -5.40160 4.59154 -4.75346